ORCA calculation (the ωB97M-V functional and the def2-TZVPD basis) on a cluster of 4 separate species, C29H59FO13P3S in total.

As for the gap between HOMO and LUMO: 0.282 Ha. For the largest force on an atom, the calculation gives 9.11 eV/A. The value obtained for the total energy is -3640.0790 a.u. As for the net charge: +1. As for the energy relative to the best compared isomer or geometry (same formula, charge and spin): 12.947 eV. As for the HOMO energy: -11.56 eV.

Geometry (Å):
S: -2.526 0.126 -3.475
P: 3.932 -3.914 1.397
P: -9.273 2.517 -6.846
P: 5.811 0.622 7.222
F: -0.615 -1.951 0.225
O: -9.715 3.496 -7.937
O: 2.543 -4.574 0.782
O: -7.935 1.931 -7.655
O: 6.953 -0.025 6.434
O: 3.911 -5.249 2.461
O: 5.021 -4.781 0.477
O: 3.950 -2.668 0.505
O: 4.610 1.462 8.100
O: -8.839 1.506 -5.536
O: -4.269 3.579 -2.250
O: -10.327 1.301 -7.228
O: 5.262 -0.782 7.938
O: 4.722 0.689 5.976
C: -6.053 3.464 -7.407
C: -11.231 1.351 -9.474
C: 7.306 -4.109 1.005
C: -1.500 3.652 -0.754
C: -7.590 2.936 -4.017
C: -11.499 1.556 -7.994
C: 5.150 0.612 4.624
C: 4.598 1.496 9.515
C: -7.050 2.807 -8.341
C: -0.737 3.254 -3.304
C: 1.877 -3.781 -1.404
C: -7.622 1.664 -4.840
C: 5.490 -4.686 4.222
C: -1.854 3.238 -2.232
C: -0.029 4.046 -0.368
C: -2.346 -0.658 -1.766
C: -3.330 2.807 -2.613
C: 6.202 -4.173 -0.031
C: 1.055 4.017 -1.508
C: 6.168 -1.730 8.489
C: 0.730 3.625 -2.982
C: 5.133 -0.825 4.135
C: 5.067 -5.675 3.156
C: 6.631 -1.341 9.878
C: 1.596 -3.775 0.088
C: 5.743 2.312 10.077
C: -3.758 1.514 -3.453
C: -1.495 0.246 -0.748
C: -0.833 -0.556 0.473
H: -4.795 1.112 -3.134
H: -10.366 1.922 -9.819
H: -11.891 2.555 -7.789
H: 7.340 -2.077 10.266
H: 6.536 -4.787 -0.873
H: -1.260 0.644 -3.817
H: 1.210 -3.090 -1.926
H: -1.042 2.939 -4.370
H: 3.652 1.961 9.812
H: -11.006 0.299 -9.676
H: 4.449 1.203 4.026
H: 1.571 -2.761 0.491
H: -5.424 2.713 -6.919
H: -0.690 0.853 -1.287
H: -3.892 1.864 -4.546
H: 5.553 -0.896 3.129
H: 5.638 -3.687 3.804
H: -5.401 4.145 -7.960
H: 5.786 -1.288 10.569
H: 2.910 -3.508 -1.629
H: 2.156 4.267 -1.274
H: 5.876 -5.897 2.461
H: 7.593 -5.112 1.330
H: 5.742 2.266 11.169
H: 6.708 1.954 9.708
H: -1.752 -1.633 -1.959
H: 6.002 -3.177 -0.436
H: 8.191 -3.620 0.591
H: 0.609 -4.208 0.269
H: 5.692 -1.491 4.796
H: 4.815 -6.627 3.636
H: -6.614 3.058 -3.542
H: -6.509 2.200 -9.073
H: 5.635 -2.683 8.543
H: 6.419 -5.013 4.696
H: 4.718 -4.603 4.990
H: 4.575 0.487 9.924
H: 6.984 -3.551 1.888
H: 0.138 0.008 0.752
H: -12.263 0.846 -7.666
H: -2.306 3.667 0.072
H: -8.354 2.901 -3.237
H: 0.268 4.351 0.702
H: -7.798 3.815 -4.632
H: -7.593 3.565 -8.910
H: 1.727 -4.785 -1.814
H: -7.529 0.804 -4.166
H: 4.106 -1.205 4.110
H: 7.028 -1.894 7.834
H: 7.118 -0.362 9.871
H: -6.562 4.032 -6.624
H: 5.650 3.357 9.773
H: -6.775 1.599 -5.524
H: -2.228 1.010 -0.287
H: -1.516 -0.428 1.398
H: 1.485 3.576 -3.830
H: 6.133 1.071 4.497
H: -12.100 1.639 -10.068
H: -3.381 -0.874 -1.337

Löwdin atomic charge list, values in e, 99 entries:
1 S 1.07
2 P 0.72
3 P 0.72
4 P 0.72
5 F -0.08
6 O -0.24
7 O -0.22
8 O -0.23
9 O -0.25
10 O -0.20
11 O -0.23
12 O -0.26
13 O -0.20
14 O -0.20
15 O 0.06
16 O -0.22
17 O -0.23
18 O -0.23
19 C -0.08
20 C -0.07
21 C -0.08
22 C -0.01
23 C -0.07
24 C -0.29
25 C -0.30
26 C -0.30
27 C -0.29
28 C -0.06
29 C -0.07
30 C -0.32
31 C -0.07
32 C -0.14
33 C -0.02
34 C -0.32
35 C -0.33
36 C -0.30
37 C -0.03
38 C -0.30
39 C -0.04
40 C -0.09
41 C -0.29
42 C -0.08
43 C -0.32
44 C -0.08
45 C -0.28
46 C -0.21
47 C -0.14
48 H 0.13
49 H 0.07
50 H 0.11
51 H 0.08
52 H 0.12
53 H 0.04
54 H 0.06
55 H 0.10
56 H 0.13
57 H 0.08
58 H 0.11
59 H 0.08
60 H 0.06
61 H 0.10
62 H 0.12
63 H 0.08
64 H 0.04
65 H 0.08
66 H 0.08
67 H 0.07
68 H 0.10
69 H 0.09
70 H 0.08
71 H 0.09
72 H 0.06
73 H 0.11
74 H 0.10
75 H 0.08
76 H 0.11
77 H 0.06
78 H 0.13
79 H 0.06
80 H 0.12
81 H 0.12
82 H 0.09
83 H 0.09
84 H 0.09
85 H 0.06
86 H 0.14
87 H 0.12
88 H 0.12
89 H 0.09
90 H 0.11
91 H 0.07
92 H 0.11
93 H 0.08
94 H 0.12
95 H 0.08
96 H 0.10
97 H 0.06
98 H 0.07
99 H 0.08

ORCA calculation (the ωB97M-V functional and the def2-TZVPD basis) on a cluster of 4 separate species, C29H59N2O7P2 in total.

As for the gap between HOMO and LUMO: 0.233 Ha. For the largest force on an atom, the calculation gives 3.10 eV/A. The value obtained for the total energy is -2458.9628 a.u. As for the net charge: +1. As for the HOMO energy: -10.90 eV.

Geometry (Å):
P: 0.736 -2.487 3.101
P: 3.899 -3.409 2.733
O: 1.207 -2.598 4.469
O: 5.352 -3.157 3.500
O: -1.582 2.877 -0.422
O: -0.722 -1.833 2.978
O: -7.119 2.985 -1.462
O: 0.832 -3.902 2.384
O: -9.388 -2.805 -3.019
N: 1.513 -0.245 1.741
N: 2.187 0.711 1.126
C: -1.210 0.652 -1.390
C: 9.605 -1.477 -0.840
C: -8.455 4.613 -0.189
C: 3.787 2.897 0.617
C: -8.648 -1.701 -2.532
C: -9.050 -4.072 -2.484
C: 7.237 -0.394 -0.641
C: 5.545 -1.061 1.193
C: 10.125 -0.530 1.495
C: 4.934 3.276 2.796
C: -8.194 2.449 -2.216
C: -8.445 3.178 -3.525
C: -7.153 -1.805 -2.789
C: -2.999 2.874 -0.558
C: 9.588 -1.765 0.686
C: -0.969 1.623 -0.246
C: 5.899 -1.142 -0.343
C: 3.281 -1.789 2.077
C: 5.932 3.382 3.469
C: 3.445 0.390 1.016
C: 3.618 3.214 2.116
C: -9.230 -4.170 -0.978
C: 4.196 -4.398 1.180
C: -7.245 4.341 -1.066
C: -3.728 2.297 0.642
C: 4.317 1.465 0.357
C: 1.942 -1.385 2.216
C: 4.080 -0.821 1.430
C: 8.205 -1.281 -1.473
H: -0.860 1.080 -2.330
H: -6.645 -0.908 -2.429
H: 10.262 -2.590 0.937
H: 2.864 3.109 0.068
H: 10.262 -0.639 -1.096
H: -7.926 1.414 -2.434
H: -9.253 2.695 -4.076
H: -2.267 0.415 -1.511
H: -8.475 5.661 0.114
H: -8.030 -4.347 -2.773
H: -3.475 1.248 0.811
H: 10.955 -0.809 2.152
H: -0.676 -0.285 -1.213
H: 5.690 -4.016 3.782
H: -4.807 2.358 0.492
H: 5.335 1.456 0.761
H: -8.583 -3.474 -0.442
H: 5.785 -2.046 1.602
H: 5.058 -0.687 -0.879
H: 7.690 -0.036 0.290
H: 10.057 -2.354 -1.327
H: 0.520 -0.043 1.851
H: 9.311 -0.083 2.080
H: -6.957 -1.913 -3.857
H: 3.219 -4.841 0.946
H: 7.016 0.499 -1.240
H: 3.149 4.200 2.211
H: 4.542 3.591 0.228
H: 4.865 -5.238 1.396
H: -3.291 3.916 -0.685
H: -6.340 4.577 -0.504
H: -7.546 3.170 -4.144
H: -8.425 3.990 0.707
H: 6.673 3.736 4.149
H: -6.710 -2.666 -2.285
H: 7.791 -2.263 -1.733
H: -10.260 -3.939 -0.702
H: -9.036 -0.823 -3.051
H: -0.715 -0.993 3.464
H: 10.513 0.243 0.824
H: 4.561 -3.792 0.343
H: -7.245 4.995 -1.944
H: 2.990 2.503 2.660
H: 5.970 -2.184 -0.664
H: 4.387 1.254 -0.717
H: 6.118 -0.277 1.697
H: 0.103 1.818 -0.167
H: 0.457 -4.535 3.022
H: -8.993 -5.178 -0.634
H: -8.853 -1.547 -1.467
H: -3.467 2.847 1.549
H: -1.279 1.181 0.716
H: -9.103 2.412 -1.606
H: -8.725 4.220 -3.366
H: -9.391 4.399 -0.706
H: -9.712 -4.790 -2.968
H: 8.368 -0.769 -2.432
H: 8.576 -2.018 1.022
H: -3.291 2.357 -1.477

Okay, here come the Löwdin numbers, in e, for every atom:
1 P 0.43
2 P 0.93
3 O -0.24
4 O -0.30
5 O -0.15
6 O -0.09
7 O -0.17
8 O -0.11
9 O -0.16
10 N 0.07
11 N 0.19
12 C -0.07
13 C -0.21
14 C -0.08
15 C -0.18
16 C -0.29
17 C -0.28
18 C -0.18
19 C -0.13
20 C -0.10
21 C -0.14
22 C -0.28
23 C -0.07
24 C -0.08
25 C -0.26
26 C -0.23
27 C -0.31
28 C -0.15
29 C -0.21
30 C 0.12
31 C -0.17
32 C -0.20
33 C -0.08
34 C -0.22
35 C -0.28
36 C -0.07
37 C -0.11
38 C -0.18
39 C -0.08
40 C -0.19
41 H 0.09
42 H 0.07
43 H 0.10
44 H 0.11
45 H 0.10
46 H 0.10
47 H 0.08
48 H 0.07
49 H 0.08
50 H 0.11
51 H 0.06
52 H 0.07
53 H 0.07
54 H 0.06
55 H 0.07
56 H 0.11
57 H 0.06
58 H 0.08
59 H 0.09
60 H 0.09
61 H 0.11
62 H 0.15
63 H 0.06
64 H 0.08
65 H 0.04
66 H 0.11
67 H 0.13
68 H 0.12
69 H 0.05
70 H 0.12
71 H 0.11
72 H 0.08
73 H 0.08
74 H 0.03
75 H 0.06
76 H 0.10
77 H 0.08
78 H 0.11
79 H 0.10
80 H 0.06
81 H 0.03
82 H 0.11
83 H 0.10
84 H 0.10
85 H 0.13
86 H 0.13
87 H 0.09
88 H 0.12
89 H 0.08
90 H 0.11
91 H 0.08
92 H 0.09
93 H 0.11
94 H 0.07
95 H 0.07
96 H 0.12
97 H 0.11
98 H 0.09
99 H 0.11

Number 2 is which compound?
C29H59N2O7P2

Number 1 is which compound?
C29H59FO13P3S

The highest HOMO belongs to which entry?
C29H59N2O7P2